Record 1
{"formula": "C20H18ClIN2O7Ti", "method": "wB97M-V/def2-TZVPD", "elements": ["Ti", "O", "C", "O", "C", "C", "C", "C", "C", "O", "C", "C", "O", "O", "H", "H", "H", "H", "H", "H", "H", "H", "Cl", "C", "C", "C", "I", "C", "O", "C", "N", "C", "C", "C", "C", "H", "H", "H", "H", "N", "C", "O", "C", "C", "H", "H", "H", "H", "H", "H"], "xyz": [[0.09529, 0.88515, -0.72528], [2.36822, -0.85641, -3.80487], [1.58262, -0.80453, -2.85985], [1.13292, 0.26362, -2.32214], [1.12706, -2.10984, -2.18280], [1.42277, -2.05361, -0.67698], [1.34277, -3.45702, -0.06032], [-0.18909, -3.69388, -0.03174], [-0.70174, -2.39254, -0.66017], [0.23079, -1.43126, -0.15753], [-0.42050, -2.35175, -2.16433], [-1.25495, -1.22301, -2.81899], [-1.66860, -1.41148, -3.96867], [-1.47865, -0.22068, -2.07401], [1.65693, -2.92591, -2.67390], [2.28166, -1.45259, -0.39150], [1.76589, -3.45549, 0.94449], [1.88133, -4.18955, -0.66283], [-0.55365, -3.79150, 0.99162], [-0.50428, -4.57108, -0.59900], [-1.70640, -2.08379, -0.38263], [-0.66522, -3.29552, -2.65287], [0.52361, 0.02395, 6.18029], [0.86670, 0.21854, 4.46184], [2.17119, 0.06723, 4.04338], [2.46773, 0.22106, 2.69444], [4.43445, -0.03581, 2.02819], [1.48895, 0.53146, 1.74144], [1.72764, 0.70415, 0.47236], [0.14892, 0.65541, 2.21113], [-0.77496, 0.91774, 1.21756], [-2.07557, 1.04045, 1.60747], [-2.48148, 0.92015, 2.91315], [-1.55719, 0.65422, 3.94051], [-0.19519, 0.50908, 3.57575], [2.94751, -0.16846, 4.75775], [-2.78065, 1.23221, 0.81008], [-3.53572, 1.02801, 3.14424], [-1.86438, 0.55013, 4.97058], [-2.65420, 3.80845, -2.30829], [-1.58510, 3.07733, -1.85145], [-1.77345, 2.08073, -1.17487], [-0.19319, 3.55428, -2.13953], [0.71195, 2.95776, -1.07543], [-3.53123, 3.31274, -2.32915], [-2.48345, 4.46594, -3.04869], [-0.21372, 4.65278, -2.24482], [0.07992, 3.14506, -3.12127], [0.62973, 3.53669, -0.14592], [1.75599, 2.96139, -1.39649]], "forces_ev_per_angstrom": [[-0.812, -0.237, -0.443], [-0.086, -0.067, -0.016], [0.143, -0.122, 0.034], [0.431, -0.034, -0.208], [0.014, 0.085, -0.162], [0.077, -0.061, 0.061], [-0.002, 0.045, -0.014], [0.022, 0.051, -0.018], [-0.115, -0.056, -0.003], [0.227, -0.039, 0.184], [-0.075, 0.072, -0.100], [0.012, -0.173, 0.147], [-0.054, 0.017, -0.046], [0.132, 0.042, 0.071], [-0.017, -0.015, 0.039], [-0.004, -0.013, 0.004], [-0.005, 0.011, 0.000], [0.005, -0.008, -0.003], [-0.001, -0.003, -0.003], [0.003, -0.003, -0.015], [0.020, -0.041, -0.001], [-0.033, 0.035, -0.053], [-0.008, -0.005, 0.033], [0.021, 0.002, -0.038], [-0.084, 0.004, 0.048], [0.057, -0.001, -0.077], [-0.014, 0.005, 0.001], [-0.058, -0.010, 0.020], [0.193, 0.085, 0.234], [0.109, -0.021, 0.012], [-0.054, -0.031, 0.278], [-0.037, -0.038, 0.041], [-0.039, 0.016, -0.093], [-0.081, 0.004, 0.034], [0.176, -0.026, 0.006], [-0.001, 0.000, 0.005], [-0.015, 0.010, 0.001], [-0.002, 0.005, -0.023], [-0.001, 0.000, 0.002], [0.065, -0.084, -0.041], [-0.109, 0.163, 0.063], [-0.197, 0.257, 0.138], [0.000, 0.042, -0.100], [0.160, 0.208, 0.000], [0.006, 0.008, -0.005], [0.011, -0.028, -0.026], [0.042, -0.010, -0.019], [-0.049, 0.003, -0.006], [0.025, -0.040, 0.018], [0.003, -0.004, 0.041]], "lowdin_spin": [0.977, 0.010, 0.005, 0.005, 0.000, 0.001, 0.000, 0.000, 0.001, 0.006, 0.000, 0.001, 0.002, 0.007, 0.000, 0.000, 0.000, 0.000, 0.000, 0.000, 0.000, 0.000, 0.004, 0.039, 0.036, 0.016, 0.004, 0.055, 0.029, 0.056, 0.203, 0.135, 0.080, 0.260, 0.030, 0.002, 0.008, 0.000, 0.021, 0.000, 0.001, 0.010, 0.001, -0.008, 0.000, 0.000, 0.000, 0.000, 0.000, 0.001], "s2": 2.020, "e_homo_ev": [0.57, -1.53], "total_charge": -2, "fmax_ha_per_bohr": 0.019, "multiplicity": 3, "e_lumo_ev": [4.14, 4.14], "de_lowest_kcal_mol": 3.7}



Record 2
{"formula": "C5H8O2", "method": "wB97M-V/def2-TZVPD", "elements": ["O", "C", "C", "C", "C", "C", "O", "H", "H", "H", "H", "H", "H", "H", "H"], "xyz": [[2.30261, -0.84602, 0.72882], [2.12451, -1.51504, -0.26216], [-0.53436, 0.52433, 0.50033], [-1.74102, 1.10837, 0.41206], [-2.36304, 0.10066, -0.54349], [-0.95554, -0.54420, -0.44594], [-0.44444, -1.50454, -0.96620], [2.63453, 1.44138, 0.12882], [1.92849, -2.60013, -0.20775], [2.16887, -1.08506, -1.27912], [0.38701, 0.73436, 1.03036], [-2.15263, 2.00567, 0.86305], [2.59131, 2.15069, -0.09781], [-2.63697, 0.46676, -1.53853], [-3.17857, -0.50899, -0.14040]], "forces_ev_per_angstrom": [[-0.095, -0.343, -0.442], [0.134, 0.128, 0.311], [0.002, 0.103, 0.083], [0.072, 0.051, 0.067], [-0.146, -0.051, -0.095], [0.185, -0.397, -0.230], [-0.273, 0.443, 0.238], [0.004, 0.089, -0.020], [0.021, 0.114, 0.023], [0.010, 0.009, 0.118], [-0.174, 0.000, -0.081], [0.069, -0.140, -0.052], [0.013, -0.037, -0.003], [0.055, -0.042, 0.133], [0.124, 0.073, -0.049]], "nbo_charge": [-0.547, 0.303, -0.317, -0.081, -0.531, 0.582, -0.542, 0.018, 0.121, 0.115, 0.247, 0.216, -0.024, 0.220, 0.221], "e_homo_ev": -9.92, "fmax_ha_per_bohr": 0.011, "e_lumo_ev": 0.51, "de_lowest_kcal_mol": 81.2}



Record 3
{"formula": "C3H11Cl2N2PSi", "method": "wB97M-V/def2-TZVPD", "elements": ["C", "C", "C", "N", "N", "Si", "P", "Cl", "Cl", "H", "H", "H", "H", "H", "H", "H", "H", "H", "H", "H"], "xyz": [[0.93736, 0.25011, -2.31573], [-1.81715, -0.30300, -0.86546], [0.07088, 1.90578, 0.34697], [-0.46639, -0.05167, 2.42528], [0.82962, -0.73466, 0.24927], [-0.09468, 0.35370, -0.70685], [0.48650, -1.10686, 1.78839], [2.17246, -1.57609, 2.72081], [-0.50234, -2.92799, 1.75548], [2.00669, 0.24167, -2.05468], [0.68434, -0.64308, -2.81039], [0.88690, 1.07556, -3.03185], [-2.23556, -0.81194, -0.04994], [-2.66888, 0.29676, -1.19097], [-1.98236, -1.20195, -1.52007], [1.09892, 2.40658, 0.26492], [-0.71080, 2.74156, 0.21219], [0.05488, 1.54723, 1.38551], [-0.63114, -0.19353, 3.45725], [1.88075, -1.26817, -0.06012]], "forces_ev_per_angstrom": [[0.288, 1.651, 0.970], [-1.207, -1.256, -1.971], [0.285, 2.072, -0.501], [0.748, -0.938, 1.640], [5.308, -3.696, 0.193], [0.254, 1.591, -1.027], [-2.410, 0.466, 0.460], [0.784, -0.260, 0.205], [0.442, -0.166, -0.062], [-0.259, -0.242, 0.148], [-0.228, -1.252, -0.749], [-0.479, -0.036, 0.132], [-0.074, -0.139, 2.274], [0.458, 0.766, -0.038], [1.044, 0.747, -0.319], [-1.273, -0.703, -0.338], [1.096, -1.345, 0.152], [-0.397, 0.349, -0.462], [0.075, 0.126, -1.605], [-4.454, 2.267, 0.897]], "nbo_charge": [-1.093, -1.177, -1.159, -1.320, -1.455, 1.804, 1.828, -0.237, -0.319, 0.230, 0.233, 0.245, 0.267, 0.256, 0.251, 0.236, 0.240, 0.295, 0.404, 0.472], "e_homo_ev": -9.27, "smiles": "C[Si](C)(C)NP(=N)(Cl)Cl", "fmax_ha_per_bohr": 0.126, "e_lumo_ev": 0.45, "de_lowest_kcal_mol": 28.1}